{"formula": "C5H31N2O8S", "method": "the ωB97M-V functional and the def2-TZVPD basis", "species": ["S", "H", "N", "H", "O", "H", "C", "H", "H", "O", "O", "N", "O", "H", "C", "H", "H", "H", "C", "H", "H", "O", "O", "H", "O", "H", "H", "H", "H", "H", "H", "H", "H", "H", "H", "H", "H", "H", "H", "C", "H", "H", "H", "C", "H", "H", "O"], "coordinates": [[3.137, -0.739, 2.165], [-0.458, -2.125, -3.955], [-0.802, -1.534, -1.924], [-0.407, 0.569, -1.411], [1.154, 2.311, -0.900], [-0.921, -1.805, 0.529], [-1.092, -0.333, -1.203], [-2.828, 1.342, 4.165], [-3.133, -4.213, -1.132], [-2.526, -3.834, -0.472], [-2.967, 0.570, 3.588], [-1.556, 0.131, 1.298], [1.797, 3.103, 1.618], [-1.160, -0.649, -3.758], [1.303, -1.090, 1.930], [-2.180, 0.029, -1.103], [3.118, 1.117, -1.938], [-1.437, -2.421, -2.003], [-0.430, -1.240, -3.346], [-2.402, -0.627, 1.342], [1.639, 2.371, -0.092], [3.645, 0.439, -2.266], [2.327, -3.036, -1.721], [1.241, 3.012, 2.497], [-1.159, 2.704, 1.977], [3.791, -1.729, 1.686], [2.665, 3.148, 1.909], [2.880, -2.621, -2.350], [-1.016, 3.061, 1.018], [-1.519, 3.420, 2.553], [0.883, -0.355, 2.731], [0.615, -0.854, -3.390], [1.134, -2.129, 2.075], [1.330, -2.723, -1.900], [1.003, 0.428, 0.226], [4.462, 0.848, -2.190], [-0.533, 2.432, -0.812], [-1.613, 1.150, 1.070], [1.529, 2.978, -1.490], [-0.727, -0.719, 0.287], [-1.871, 3.026, -1.281], [1.449, -1.227, -0.306], [-2.549, -4.522, 0.216], [0.793, -0.618, 0.468], [-1.276, 0.066, 2.382], [-3.871, 0.218, 3.731], [-1.460, 2.669, -0.516]], "mulliken_charge": [-0.25, 0.39, 0.01, 0.19, -0.82, 0.24, -0.63, 0.29, 0.29, -0.59, -0.58, -0.18, -0.61, 0.48, -0.77, 0.18, 0.27, 0.19, -1.17, 0.47, 0.21, -0.50, -0.69, 0.31, -0.70, 0.13, 0.26, 0.30, 0.42, 0.26, 0.22, 0.30, 0.48, 0.31, -0.52, 0.26, 0.34, 0.44, 0.31, -0.13, 0.35, 0.07, 0.29, 0.80, 0.46, 0.29, -0.69], "homo_ev": -11.4, "gap_ev": 8.7, "total_charge": 1, "relative_energy_ev": 2.277, "total_energy_ev": -35875.279}